(1)
Here is a molecular structure, C2H3FKO2 from the Open Molecules 2025 dataset. Energies are from ωB97M-V with the def2-TZVPD basis set.

Each line ends with the Mulliken charge.
Atoms and positions in Å:
F (3.81776, 0.69243, -0.26402)  -0.18
O (1.80992, 0.91995, 0.52816)  -0.39
C (2.57246, 0.23686, -0.06810)  0.32
C (-1.81361, -0.84876, -0.21506)  -0.04
O (-2.35223, -0.07024, 0.54813)  -0.41
K (-3.42087, 2.35961, 0.85444)  0.99
H (2.53024, -0.84966, -0.24059)  0.26
H (-1.43975, -1.82256, 0.14706)  0.24
H (-1.70392, -0.61763, -1.29001)  0.22

* energy relative to the best compared isomer or geometry (same formula, charge and spin): 0.00 kcal/mol
* molecular weight: 117.1 g/mol
* net charge: +1

(2)
Here is a single C2H3FN2O molecule from the Open Molecules 2025 dataset. Energies are from ωB97M-V with the def2-TZVPD basis set.

Each line ends with the Mulliken charge.
Atoms and positions in Å:
C (-1.33185, -0.00451, 0.02896)  -0.71
O (-0.14021, 0.20825, 0.88058)  -0.34
C (0.99894, 0.01548, 0.19989)  1.00
F (1.30539, -1.59676, 0.09056)  -0.39
N (2.20375, 0.71657, 0.07308)  -0.25
N (1.55629, 0.67248, -0.94272)  -0.24
H (-2.08593, 0.06036, 0.71504)  0.23
H (-1.10600, -0.89696, -0.51270)  0.36
H (-1.40039, 0.82509, -0.53269)  0.35

* energy relative to the best compared isomer or geometry (same formula, charge and spin): 63.66 kcal/mol
* molecular weight: 90.1 g/mol
* net charge: 0

(3)
Here is 2 unconnected molecules or ions with the total composition C2H3FN2O from the Open Molecules 2025 dataset. Energies are from ωB97M-V with the def2-TZVPD basis set.

Each line ends with the Mulliken charge.
Atoms and positions in Å:
C (-1.38387, -0.34215, 0.80334)  0.34
N (-0.92834, -0.91519, -0.15555)  -0.39
N (-1.65657, 0.42065, -0.33956)  -0.47
H (-1.71862, -0.38267, 1.87986)  0.25
H (-1.00598, 1.13725, -0.34745)  0.28
O (1.28306, 1.18575, -0.43437)  -0.44
C (1.67529, 0.06953, -0.56918)  0.32
F (1.76497, -0.65673, 0.60124)  -0.22
H (1.97006, -0.51643, -1.43833)  0.33

* energy relative to the best compared isomer or geometry (same formula, charge and spin): 59.75 kcal/mol
* molecular weight: 90.1 g/mol
* net charge: 0

| no. | strongest force on any atom (eV/Å) | HOMO level (eV) | gap between HOMO and LUMO (Eh) |
| --- | --- | --- | --- |
| 1 | 2.3 | -14.515 | 0.388 |
| 2 | 4.0 | -10.827 | 0.399 |
| 3 | 4.0 | -9.711 | 0.385 |